[1]
Computed, not measured: the ion C6H4BrO2 with charge -1 in a non-equilibrium geometry, with ωB97M-V/def2-TZVPD.

Results
**Molar mass**: 188.0 Da
**Orbital gap**: 0.2825 hartree
**Electronic energy**: -2955.53231 a.u.
**Net charge**: -1
**E_LUMO**: 3.4 eV
**Relative energy (zero: lowest compared OMol25 entry of this formula, charge and spin)**: 25.3 kJ/mol
**Structure (SMILES)**: O=C([O-])C1=C(Br)C=CC1

Cartesian coordinates (Å):
Br -0.59 -0.39 -2.93
O 2.10 0.50 -1.94
O 2.91 0.38 0.17
C 0.13 -0.01 1.18
C 0.59 -0.01 -0.23
C -1.76 -0.32 -0.18
C -1.35 -0.02 1.05
C -0.58 -0.23 -1.07
C 2.04 0.37 -0.70
H -1.92 -0.10 1.88
H -2.78 -0.15 -0.53
H 0.48 -0.89 1.53
H 0.73 0.84 1.77


[2]
Computed, not measured: a cluster of 2 separate species, C8H21O4S in total, with ωB97M-V/def2-TZVPD.

Results
**Molar mass**: 213.3 Da
**Orbital gap**: 0.2937 hartree
**Electronic energy**: -1016.18780 a.u.
**Net charge**: +1
**E_LUMO**: -3.6 eV
**Relative energy (zero: lowest compared OMol25 entry of this formula, charge and spin)**: 0.0 kJ/mol

Cartesian coordinates (Å):
S -4.33 0.62 0.92
O -3.65 -0.51 0.12
O 1.66 -0.62 0.11
O -4.71 1.81 0.00
O 4.51 -1.32 0.11
C -3.75 2.59 -0.82
C -2.27 -0.42 -0.43
C 4.19 -2.65 0.49
C 2.66 0.06 -0.64
C 1.77 -0.41 1.51
C -1.58 -1.74 -0.21
C -2.69 3.30 0.01
C 3.80 -0.86 -1.02
H -2.83 3.15 1.08
H 3.11 -2.81 0.55
H -2.39 -0.19 -1.49
H 4.62 -3.37 -0.22
H -2.05 -2.54 -0.78
H -2.75 4.38 -0.16
H -4.41 3.28 -1.33
H -1.76 0.41 0.06
H 4.64 -2.82 1.47
H -1.53 -1.99 0.85
H -1.69 2.98 -0.26
H 1.12 -1.14 2.00
H 4.50 -0.30 -1.65
H 2.19 0.44 -1.55
H -0.55 -1.61 -0.58
H 3.05 0.91 -0.07
H -3.35 1.90 -1.56
H -3.21 1.14 1.49
H 2.79 -0.56 1.86
H 1.45 0.60 1.79
H 3.42 -1.71 -1.61


[3]
Computed, not measured: a structure of composition C21H18Cl24N2O3S in a non-equilibrium geometry, with ωB97M-V/def2-TZVPD.

Results
**Molar mass**: 1229.3 Da
**Orbital gap**: 0.2884 hartree
**Electronic energy**: -12588.84225 a.u.
**Net charge**: 0
**E_LUMO**: -0.8 eV

Cartesian coordinates (Å):
Cl 3.41 5.54 -3.57
Cl -6.77 -1.36 -3.48
Cl 3.19 -7.46 1.49
Cl -0.57 7.10 -2.34
Cl -5.87 -1.83 -0.78
Cl -3.94 0.61 6.06
Cl -1.41 0.55 7.44
Cl 1.77 -9.36 -0.15
Cl -2.01 8.37 -0.19
Cl 2.59 -6.83 -1.26
Cl 0.96 4.08 -4.00
Cl -2.80 5.75 -1.11
Cl -2.07 -1.52 5.54
Cl -5.57 -1.08 -6.04
Cl -0.33 6.08 0.35
Cl 3.50 2.81 -4.52
Cl -1.50 1.14 4.61
Cl 0.47 -6.93 0.70
Cl -8.57 -2.51 -1.53
Cl -3.05 -1.36 -7.41
Cl -7.78 0.26 -1.31
Cl -5.10 0.36 -8.49
Cl 2.67 3.38 -1.81
Cl -5.44 -2.50 -8.54
S 0.20 3.87 2.38
O -1.73 -1.41 1.00
O 5.50 1.37 -0.23
O -3.64 -2.48 1.07
N 0.00 2.29 2.36
N 1.74 3.94 1.85
C 2.20 -3.70 0.44
C 2.00 -7.65 0.20
C -3.86 -0.15 0.90
C 2.63 3.95 -3.48
C 1.35 0.28 1.88
C -7.25 -1.36 -1.77
C 5.04 0.44 0.72
C 2.61 -0.12 1.51
C -1.15 -0.34 1.78
C 3.40 2.19 1.25
C 0.27 -0.74 2.19
C -3.08 -1.43 1.01
C -1.43 6.83 -0.83
C 4.99 1.08 -1.52
C 1.13 1.69 1.97
C -2.23 0.20 5.91
C 2.99 -1.58 1.43
C -4.79 -1.15 -7.62
C 3.63 0.86 1.17
C 2.13 2.69 1.67
C 2.35 -2.36 0.30
H -1.17 0.58 1.19
H 5.00 -0.53 0.22
H 0.50 -1.61 1.58
H 2.65 -2.06 2.36
H 2.60 -4.44 -0.26
H 4.98 2.03 -2.05
H 4.18 2.91 1.02
H 0.29 -1.04 3.23
H -1.73 -0.18 2.70
H -3.61 0.41 0.00
H 3.96 0.70 -1.52
H 1.69 -4.04 1.34
H 5.68 0.43 1.60
H -4.91 -0.42 0.81
H 4.05 -1.76 1.37
H -3.77 0.47 1.79
H 2.03 -1.85 -0.61
H 5.62 0.39 -2.09


For each record above, in turn, the calculated HOMO values are -4.32; -11.55; -8.60 eV.